(1)
Computed, not measured: 6 unconnected molecules or ions with the total composition C36H24O12 at a distorted geometry, with ωB97M-V/def2-TZVPD.

Structure (ORCA input):
```
! RIJCOSX wB97M-V def2-TZVPD def2/J DEFGRID3
* xyz 0 1
O 2.30316 -0.34857 -3.73159
C 1.74514 -0.25954 -4.80131
C 1.47767 -1.45392 -5.63164
C 1.08517 -1.33280 -6.86865
C 0.70370 0.04328 -7.34499
O 0.39840 0.26805 -8.51753
C 0.65128 1.16799 -6.41872
C 1.22661 1.02650 -5.23899
H 1.65931 -2.49599 -5.31921
H 1.02143 -2.13217 -7.60200
H 0.12429 2.05411 -6.85003
H 1.37674 1.90685 -4.60266
O -0.73351 2.71572 3.67658
C -1.57932 2.41704 4.52652
C -2.89313 3.11203 4.70074
C -3.80540 2.70727 5.59804
C -3.53163 1.57277 6.52110
O -4.32387 1.40279 7.41799
C -2.21097 0.85450 6.41069
C -1.31392 1.23655 5.50009
H -3.17237 3.97483 4.06172
H -4.74998 3.26670 5.73606
H -2.07711 0.00120 7.07966
H -0.37637 0.76134 5.46990
O 0.29672 2.25480 -0.71132
C 1.16278 1.85428 0.04346
C 1.29860 2.28059 1.47004
C 2.19454 1.70956 2.32491
C 3.26342 0.85511 1.79628
O 4.24023 0.59087 2.46876
C 3.14267 0.41820 0.37690
C 2.22446 0.87654 -0.42362
H 0.54698 3.00520 1.78362
H 2.23554 2.00712 3.38196
H 4.03098 -0.06309 0.09376
H 2.09817 0.72854 -1.49186
O 4.74922 -3.81675 4.65397
C 4.02284 -2.88271 5.14016
C 3.99359 -2.54491 6.57128
C 3.18053 -1.57497 7.02999
C 2.16281 -0.97657 6.16458
O 1.37384 -0.25445 6.75570
C 2.33247 -1.12511 4.69113
C 3.13891 -2.09813 4.28222
H 4.65589 -3.13064 7.21777
H 3.13577 -1.29421 8.10647
H 1.72203 -0.56247 3.98290
H 3.27854 -2.31365 3.28739
O -2.01078 -1.77356 -4.83532
C -2.85281 -0.99591 -5.21886
C -3.29146 -0.93437 -6.71383
C -4.19135 -0.08264 -7.16284
C -4.84820 0.90246 -6.23520
O -5.53948 1.90118 -6.52801
C -4.56982 0.69019 -4.74639
C -3.61993 -0.13648 -4.30347
H -2.84490 -1.61252 -7.45992
H -4.40560 -0.18963 -8.22857
H -5.10383 1.24985 -4.02953
H -3.38131 -0.21782 -3.25104
O 1.93274 -2.77090 0.73564
C 0.91180 -2.18257 0.35784
C 0.24787 -1.06607 1.07827
C -0.60765 -0.27515 0.40481
C -1.16653 -0.45910 -0.97856
O -2.11927 0.16965 -1.39406
C -0.41116 -1.51058 -1.70050
C 0.47477 -2.30260 -1.10957
H 0.60458 -0.68155 2.04437
H -0.92836 0.59011 0.95827
H -0.72189 -1.69377 -2.72056
H 0.95571 -3.02789 -1.73121
*
```

* SMILES: O=C1C=CC(=O)C=C1.O=C1C=CC(=O)C=C1.O=C1C=CC(=O)C=C1.O=C1C=CC(=O)C=C1.O=C1C=CC(=O)C=C1.O=C1C=CC(=O)C=C1
* electronic energy: -62282.14549 eV
* largest force on an atom: 4.5 eV Å⁻¹

=====

(2)
Computed, not measured: 5 unconnected molecules or ions with the total composition C27H37F12NO11P, with ωB97M-V/def2-TZVPD.

Structure (ORCA input):
```
! RIJCOSX wB97M-V def2-TZVPD def2/J DEFGRID3
* xyz -1 1
O -1.26574 -2.99788 -0.02575
C -1.91030 -1.97715 0.10337
C -3.39238 -1.89717 -0.11659
C -4.09024 -0.55081 -0.09932
P -5.65091 -0.62185 -1.25751
O -6.60730 0.27767 -0.07778
C -6.37474 1.64355 -0.15064
C -6.05722 1.96396 -1.60732
O -5.21092 0.94583 -2.02166
N -1.20925 -0.76544 0.52190
C 0.03294 -0.53244 -0.10268
C 1.08024 0.04185 0.62382
C 2.30433 0.29920 0.01968
C 2.49974 0.00944 -1.32303
C 1.44902 -0.53548 -2.05485
C 0.22643 -0.80804 -1.45723
H -3.58964 -2.42635 -1.06138
H -3.80880 -2.54419 0.66815
H -3.44705 0.24442 -0.48147
H -4.37567 -0.30005 0.92762
H -6.77376 -0.66886 -2.16207
H -6.02215 -1.89960 -0.68532
H -4.79210 -1.28620 -2.23061
H -5.46590 1.96684 0.39634
H -7.21275 2.23028 0.24852
H -6.98892 2.02463 -2.19910
H -5.57321 2.95086 -1.65944
H -1.06471 -0.84258 1.52387
H 0.92354 0.27738 1.67351
H 3.09991 0.72778 0.61752
H 3.45692 0.21197 -1.78780
H 1.58517 -0.75736 -3.10713
H -0.59002 -1.22520 -2.03833
C 6.84405 5.99349 3.27986
C 5.49543 5.87261 2.60654
O 5.54077 4.94463 1.50181
C 5.46412 3.66193 1.82046
O 5.36268 3.19050 2.91278
C 5.47395 2.80736 0.53333
F 6.44069 3.20339 -0.30277
F 4.29995 2.93401 -0.08924
F 5.67057 1.52948 0.82939
H 7.60707 6.27928 2.55552
H 6.79910 6.75524 4.05789
H 7.13880 5.05048 3.73786
H 5.19165 6.81493 2.15683
H 4.72204 5.55522 3.30471
C 1.59150 -4.07007 -0.92734
C 1.59699 -4.19965 0.57338
O 2.90925 -4.59153 1.07349
C 3.78810 -3.62340 1.21447
O 3.65029 -2.45329 1.01943
C 5.11763 -4.20549 1.74512
F 5.49829 -5.29059 1.06185
F 4.99979 -4.54560 3.03513
F 6.08474 -3.29238 1.64419
H 1.92227 -4.99616 -1.40182
H 0.57762 -3.84230 -1.24599
H 2.24407 -3.25969 -1.25352
H 0.93210 -4.99288 0.90457
H 1.29413 -3.27182 1.05434
C 7.57030 -1.48459 -0.45840
C 8.45241 -2.69973 -0.61966
O 8.61114 -3.05907 -2.01416
C 9.50645 -2.37043 -2.69487
O 10.21984 -1.49750 -2.29847
C 9.56411 -2.89409 -4.14847
F 8.34350 -3.04455 -4.66538
F 10.17951 -4.08553 -4.17269
F 10.24899 -2.05497 -4.91731
H 6.60012 -1.64895 -0.92764
H 7.40856 -1.28479 0.59923
H 8.02418 -0.60375 -0.91179
H 8.00117 -3.57641 -0.16253
H 9.43864 -2.54798 -0.18234
C -12.95064 2.81537 2.19012
C -12.17588 1.57219 1.81158
O -11.72453 1.62852 0.44522
C -10.62585 2.34428 0.23334
O -9.99833 2.95303 1.04525
C -10.22591 2.25110 -1.25413
F -11.29243 2.46782 -2.04456
F -9.74460 1.04030 -1.50781
F -9.30806 3.16194 -1.54596
H -13.78524 2.96726 1.50488
H -13.34393 2.71145 3.20151
H -12.31253 3.69711 2.15731
H -12.80624 0.68663 1.85450
H -11.31695 1.41863 2.46365
*
```

* electronic energy: -94511.98837 eV
* largest force on an atom: 0.7 eV Å⁻¹

=====

(3)
Computed, not measured: a molecular structure, C41H58BBr2CaN9O4SSe at a distorted geometry, with ωB97M-V/def2-TZVPD.

Structure (ORCA input):
```
! RIJCOSX wB97M-V def2-TZVPD def2/J DEFGRID3
* xyz 0 1
Ca 0.49563 -0.78451 1.62148
C -0.00947 5.99289 -0.08462
C -0.70927 4.78469 0.54828
C -0.02797 4.42549 1.86598
C -0.75637 3.63689 -0.41732
C -1.28637 3.66969 -1.71102
C -1.15677 2.38139 -2.19552
C -1.59457 1.93189 -3.55132
C -3.12377 1.90769 -3.63522
C -1.01107 2.84309 -4.63682
N -0.58187 1.62699 -1.22902
N -0.33787 2.41189 -0.14332
B -0.08247 0.19269 -0.86452
N -0.52387 -1.26991 -1.22452
N -0.36937 -2.00871 -0.09702
C -0.67417 -3.27221 -0.36272
C -1.03647 -3.37411 -1.70482
C -0.92587 -2.09191 -2.22122
C -1.25487 -1.74731 -3.63912
C -0.69407 -2.79531 -4.60412
C -2.77357 -1.66071 -3.81062
C -0.62997 -4.32481 0.70418
C 0.75993 -4.96521 0.76728
C -1.70777 -5.38291 0.46988
N 1.46713 0.22249 -0.92602
N 2.10383 0.28929 0.25208
C 3.40483 0.41349 0.01038
C 3.61453 0.42259 -1.37082
C 2.35643 0.30049 -1.93342
C 2.00393 0.17639 -3.38072
C 2.54973 -1.14761 -3.92432
C 2.56223 1.34269 -4.19612
C 4.42433 0.52169 1.10638
C 4.32723 1.87189 1.82768
C 5.83603 0.32889 0.55268
H 0.00143 6.82599 0.61708
H -0.51937 6.31479 -0.98912
H 1.01773 5.74029 -0.34072
H -1.74997 5.06709 0.76328
H 0.99833 4.11329 1.68308
H -0.57447 3.63159 2.36918
H -0.01137 5.29449 2.52168
H -1.71867 4.50909 -2.21892
H -1.22927 0.92109 -3.71602
H -3.52627 2.91329 -3.53652
H -3.53477 1.28429 -2.84462
H -3.43737 1.50129 -4.59392
H -1.44827 3.83659 -4.58112
H -1.22107 2.43319 -5.62252
H 0.06603 2.93719 -4.52412
H -0.38227 0.19399 0.28698
H -1.35607 -4.24581 -2.23802
H -0.80747 -0.78601 -3.88902
H -1.27627 -3.71071 -4.54732
H 0.34123 -3.02451 -4.37172
H -0.74717 -2.42391 -5.62452
H -3.21037 -2.65071 -3.71412
H -3.02217 -1.26631 -4.79242
H -3.21167 -1.02761 -3.04562
H -0.81707 -3.83691 1.66688
H 1.01613 -5.40701 -0.19432
H 0.76793 -5.74841 1.52338
H 1.51063 -4.21571 1.02378
H -1.49297 -5.96001 -0.42702
H -2.67987 -4.91141 0.35098
H -1.75697 -6.06101 1.31838
H 4.54233 0.50239 -1.89822
H 0.91543 0.17619 -3.45842
H 3.63683 -1.13151 -3.91592
H 2.21733 -1.30591 -4.94772
H 2.21653 -1.98201 -3.31072
H 3.64913 1.31579 -4.19892
H 2.24163 2.29279 -3.77602
H 2.21523 1.27869 -5.22522
H 4.19583 -0.26441 1.83568
H 4.45513 2.69599 1.12748
H 5.10093 1.94099 2.59098
H 3.36223 1.97149 2.31868
H 6.08103 1.13419 -0.13762
H 5.91643 -0.61821 0.02458
H 6.56513 0.34089 1.36038
Br -2.91267 -2.16901 2.67768
C -4.34467 -1.37971 1.59888
Br -3.80237 -1.21361 -0.22322
H -4.55537 -0.38011 1.97258
H -5.22167 -2.02081 1.63678
Se -1.94297 0.80189 3.44808
N -2.46737 0.95539 1.79958
C -3.24237 2.04229 1.67858
C -3.86247 2.48439 0.49598
C -4.65487 3.59789 0.55108
C -4.84577 4.31029 1.75158
C -4.25367 3.90829 2.91808
C -3.44567 2.75699 2.90758
N -2.81847 2.22089 3.96348
H -3.68987 1.94949 -0.42462
H -5.14547 3.95119 -0.34412
H -5.46607 5.19509 1.73698
H -4.37957 4.45279 3.84078
O 0.44543 1.31579 2.31588
H 1.32013 1.55809 2.63888
H 0.28273 1.80769 1.46618
O -1.13097 -3.35121 4.12838
C -0.04037 -2.79411 4.18898
N 0.24953 -1.57571 3.72638
S 1.84463 -1.33261 3.73568
O 2.20133 -0.02321 4.20038
O 2.33333 -1.65381 2.40318
C 2.29943 -2.72401 4.74998
C 3.51083 -3.19451 5.20018
C 3.53733 -4.46711 5.75948
C 2.38053 -5.23081 5.83898
C 1.16523 -4.74871 5.37138
C 1.14113 -3.47811 4.81958
H 4.40533 -2.59631 5.11678
H 4.47283 -4.87111 6.11688
H 2.43133 -6.22271 6.26218
H 0.26373 -5.34041 5.41058
*
```

* electronic energy: -300445.78924 eV
* largest force on an atom: 2.8 eV Å⁻¹

=====

(4)
Computed, not measured: a molecular structure, C4H6N2OS at a distorted geometry, with ωB97M-V/def2-TZVPD.

Structure (ORCA input):
```
! RIJCOSX wB97M-V def2-TZVPD def2/J DEFGRID3
* xyz 0 1
C -0.49240 0.71430 0.60891
C -1.20744 -0.60862 0.46349
C -0.73969 -1.23267 -0.60580
C 0.48772 0.54868 -0.59524
H -0.29517 0.31511 2.65738
H 0.78019 2.00106 1.75883
H -1.09445 1.52250 0.25714
H -2.04150 -0.87532 0.92209
H -1.25658 -1.99328 -1.23256
H 2.26710 -0.99013 -1.62205
N 0.45494 0.83140 1.69683
N 0.29557 -0.63556 -1.16721
O 1.08298 -1.20415 -2.10505
S 1.75872 1.60669 -1.03676
*
```

* electronic energy: -20101.82998 eV
* largest force on an atom: 5.4 eV Å⁻¹

=====

What is the largest force on an atom in the third record?
2.8 eV Å⁻¹

=====

The highest largest force on an atom belongs to which entry?
C4H6N2OS